A structure of composition C37H31BN5O4P2Se2Ti in a non-equilibrium geometry. Source: the Open Molecules 2025 dataset; level of theory: ωB97M-V/def2-TZVPD.

Output
**Charge**: -1
**Energy relative to the best compared isomer or geometry (same formula, charge and spin)**: 1.144 eV
**Gap between HOMO and LUMO (alpha / beta)**: 4.98 / 5.57 eV
**2S+1**: 1
**HOMO energy (alpha / beta)**: -0.0978 / -0.1193 Ha

Structure (XYZ):
```
83
Properties=species:S:1:pos:R:3:forces:R:3:mulliken_charge:R:1
Ti -0.638566 0.541981 -0.549949 -1.214 0.463 -0.580 -0.3351
Se -2.921323 3.744410 5.225394 0.026 -0.021 -0.059 -0.2573
P -1.990064 4.370335 3.440535 0.280 -0.051 0.044 0.9602
C -0.619436 5.548404 3.718592 -0.113 -0.103 -0.102 0.2981
C -0.440659 6.110535 4.969818 0.159 0.326 0.222 -0.5363
C 0.577999 7.041670 5.179004 -0.251 -0.213 0.072 -0.6513
C 1.418042 7.395199 4.137294 0.072 0.058 -0.029 -0.4181
C 1.248817 6.822260 2.883471 -0.204 -0.196 -0.052 -0.7341
C 0.229339 5.898605 2.671031 0.281 0.165 -0.087 -0.4148
C -3.166096 5.248397 2.378848 -0.168 -0.010 -0.033 0.6188
C -4.209230 4.504352 1.824204 0.046 0.030 0.001 -0.6124
C -5.190843 5.132036 1.080283 0.006 0.085 0.000 -0.5757
C -5.149459 6.512048 0.890752 0.025 -0.080 0.021 -0.5561
C -4.122928 7.254529 1.450389 0.085 -0.099 0.076 -0.6765
C -3.128292 6.623390 2.197952 -0.112 0.048 -0.109 -0.5264
C -1.262561 3.150932 2.319706 -0.366 0.643 0.047 0.4276
C -0.680449 1.894857 2.384918 0.700 -0.404 0.214 -0.4623
N -0.235803 1.639420 1.137792 -0.059 0.916 0.756 0.7922
N -0.556562 2.664876 0.341367 0.037 0.320 0.992 -0.4316
N -1.176690 3.599377 1.044100 0.149 -0.546 -0.327 -0.5222
P -0.131507 0.726052 3.669326 -0.045 -0.030 0.034 1.2140
Se 0.496256 -1.126116 2.889563 0.093 0.098 -0.074 -0.4750
C 1.161536 1.623266 4.609002 -0.159 0.098 -0.496 0.1380
C 2.488741 1.281835 4.409095 0.428 0.023 0.137 -0.7634
C 3.505491 2.072563 4.949890 -0.194 -0.341 -0.194 -0.6259
C 3.188351 3.204252 5.680049 0.018 0.145 0.097 -0.5702
C 1.858818 3.546516 5.888821 -0.177 -0.181 -0.101 -1.0039
C 0.848761 2.757195 5.347368 -0.093 0.340 0.283 0.3308
C -1.530171 0.511566 4.774911 -0.238 -0.093 0.097 0.1399
C -2.759507 0.216151 4.183747 -0.004 0.062 0.066 -0.2895
C -3.858283 -0.048765 4.984403 0.021 0.020 0.063 -0.6296
C -3.734706 -0.024524 6.370325 0.052 0.028 -0.029 -0.4365
C -2.504376 0.243475 6.958601 0.016 -0.005 -0.142 -0.7345
C -1.397182 0.503566 6.158295 -0.118 -0.047 0.037 -0.2116
H -1.105440 5.812949 5.773585 0.034 0.035 0.007 0.4007
H 0.712018 7.481928 6.159971 -0.014 -0.012 -0.012 0.4089
H 2.208562 8.119483 4.300215 -0.020 -0.041 -0.006 0.3805
H 1.909216 7.089174 2.067947 -0.016 -0.012 0.004 0.4098
H 0.094368 5.445032 1.695807 0.010 0.052 0.031 0.4602
H -4.246130 3.430901 1.976929 0.025 0.014 0.006 0.5341
H -5.993213 4.546263 0.649147 0.004 0.013 -0.009 0.4540
H -5.920005 7.000956 0.306427 0.024 -0.006 0.021 0.3606
H -4.089498 8.328028 1.310011 0.015 -0.019 0.002 0.3966
H -2.329029 7.212408 2.630002 0.002 -0.025 0.005 0.2933
H 2.712579 0.390350 3.832556 0.024 0.057 -0.003 0.2436
H 4.542583 1.801722 4.788451 -0.044 -0.002 -0.004 0.3953
H 3.977190 3.828569 6.086512 -0.037 -0.045 -0.015 0.3759
H 1.602092 4.433520 6.454617 0.000 -0.027 -0.015 0.4453
H -0.192596 3.028146 5.509859 0.092 0.027 -0.029 0.4469
H -2.850459 0.200827 3.101326 0.008 -0.018 -0.004 0.3679
H -4.816291 -0.266057 4.525504 0.056 0.015 0.031 0.3971
H -4.601616 -0.214276 6.993611 0.042 -0.009 -0.026 0.3666
H -2.405588 0.251491 8.038506 -0.003 0.009 -0.064 0.3901
H -0.437210 0.709813 6.614889 -0.011 -0.007 0.000 0.4125
O -1.862342 0.129788 -2.528329 0.349 -0.017 -0.492 -0.6043
C -1.010069 0.864707 -3.073660 0.128 0.140 0.993 0.2337
O -0.170845 1.523355 -2.371708 -0.506 -0.340 -0.756 -0.5610
H -0.968317 0.947516 -4.160824 0.014 0.069 -0.324 0.4436
C 3.626550 -1.142215 0.390251 -0.329 0.327 -0.137 -1.0279
C 2.598070 -0.211597 -0.100068 0.670 -0.491 0.343 0.6131
N 1.742183 0.452181 -0.462600 -0.229 0.108 -0.122 -0.3901
H 3.124555 -2.005468 0.823762 -0.065 -0.017 -0.001 0.1926
H 4.230916 -0.664952 1.160403 -0.031 0.028 -0.043 0.3346
H 4.258628 -1.464945 -0.433560 0.017 0.000 -0.030 0.3671
C -3.578559 2.189434 -1.219541 0.035 -0.065 0.336 -1.0772
C -2.795249 1.241300 -0.396936 0.895 -0.404 -0.072 1.2697
N -2.587223 0.413601 0.438743 -0.529 0.290 -0.098 -0.6431
H -2.923819 2.682151 -1.933539 0.041 0.035 -0.012 0.3055
H -4.050468 2.947014 -0.589911 0.025 -0.030 -0.009 0.0134
H -4.343896 1.642665 -1.768049 -0.019 -0.066 0.005 0.3717
O 0.073600 -2.907737 -0.303416 -0.064 0.393 -0.278 -0.4484
B -0.220839 -1.601764 -0.842719 0.798 -1.260 -0.703 0.2950
O 0.420907 -1.602914 -2.170732 -0.078 -0.561 0.284 -0.2155
C 1.038471 -2.801837 -2.336147 -0.090 0.556 -0.150 0.4236
C 1.794386 -3.245980 -3.395983 0.220 -0.300 -0.132 -0.8355
C 2.339186 -4.539561 -3.305199 -0.113 0.192 0.044 -0.5450
C 2.119358 -5.331652 -2.183473 -0.143 0.156 0.135 -0.4237
C 1.347329 -4.854935 -1.107859 0.259 -0.326 -0.187 -1.0365
C 0.828447 -3.588835 -1.218544 -0.327 0.024 0.608 0.9188
H 1.961005 -2.613119 -4.260063 -0.016 -0.059 0.037 0.4482
H 2.939156 -4.924711 -4.123769 -0.052 0.042 0.065 0.3610
H 2.546858 -6.328300 -2.136621 -0.040 0.092 0.007 0.3671
H 1.166889 -5.454256 -0.222267 0.013 0.040 -0.074 0.4404
```
Positions in Å, forces in eV/Å.